A cluster of 17 separate species, C68H187N17O17 in total. Source: the OMol25 dataset; level of theory: ωB97M-V/def2-TZVPD.

## Properties
- HOMO energy: -0.3053 hartree
- HOMO-LUMO gap: 8.680 eV
- Energy above the lowest of the compared OMol25 structures with the same formula, charge and spin: 2.341 eV
- Net charge: 0

Bonds (Å) are listed after each position.
Atoms and positions in Å:
1 C 1.0826 -5.3021 8.2925  C2 1.521, H7 1.127, H8 1.082, H9 1.074
2 C 1.0048 -4.0505 7.4317  C1 1.521, C3 1.556, N6 1.432, H10 1.115
3 C 0.3127 -4.3603 6.0732  C2 1.556, O4 1.418, H11 1.123, H12 1.076
4 O 1.1445 -5.2464 5.3429  C3 1.418, C5 1.422
5 C 0.5787 -5.5607 4.0763  O4 1.422, H13 1.107, H14 1.043, H15 1.117
6 N 0.4244 -2.9952 8.2060  C2 1.432, H16 0.999, H17 1.003
7 H 0.1378 -5.6719 8.7831  C1 1.127
8 H 1.6871 -5.0002 9.1372  C1 1.082
9 H 1.4648 -6.2106 7.8656  C1 1.074
10 H 2.0351 -3.7425 7.1358  C2 1.115
11 H 0.2082 -3.3778 5.5401  C3 1.123
12 H -0.6526 -4.8337 6.1261  C3 1.076
13 H -0.4248 -6.0256 4.0305  C5 1.107
14 H 1.2746 -6.1968 3.6302  C5 1.043
15 H 0.6062 -4.6328 3.4552  C5 1.117
16 H -0.4514 -3.3447 8.5364  N6 0.999
17 H 0.2635 -2.1867 7.6350  N6 1.003
18 C -3.0798 3.0750 1.0962  C19 1.524, H24 1.065, H25 1.094, H26 1.107
19 C -2.8319 1.6765 1.6486  C18 1.524, C20 1.501, N23 1.446, H27 1.097
20 C -1.6932 1.7305 2.6246  C19 1.501, O21 1.376, H28 1.111, H29 1.077
21 O -1.5520 0.4451 3.0941  C20 1.376, C22 1.419
22 C -0.4406 0.3687 3.9727  O21 1.419, H30 1.110, H31 1.091, H32 1.102
23 N -4.0643 1.1758 2.2151  C19 1.446, H33 1.001, H34 0.995
24 H -3.8957 3.1645 0.4172  C18 1.065
25 H -2.2261 3.5597 0.6133  C18 1.094
26 H -3.3877 3.8095 1.8651  C18 1.107
27 H -2.5986 1.0132 0.8068  C19 1.097
28 H -2.0458 2.3790 3.4542  C20 1.111
29 H -0.7552 1.9972 2.1666  C20 1.077
30 H 0.4802 0.4206 3.3553  C22 1.110
31 H -0.5045 -0.6132 4.4446  C22 1.091
32 H -0.4571 1.1062 4.7911  C22 1.102
33 H -4.6076 1.9370 2.5710  N23 1.001
34 H -3.9947 0.3571 2.7760  N23 0.995
35 C 0.7927 1.8594 -8.4337  C36 1.477, H41 1.103, H42 1.110, H43 1.098
36 C 1.5028 0.6109 -8.0885  C35 1.477, C37 1.544, N40 1.451, H44 1.070
37 C 0.8525 -0.0553 -6.8563  C36 1.544, O38 1.441, H45 1.102, H46 1.111
38 O 0.7662 0.7582 -5.6706  C37 1.441, C39 1.418
39 C -0.0380 0.1423 -4.6781  O38 1.418, H47 1.116, H48 1.101, H49 1.099
40 N 1.4368 -0.3638 -9.1609  C36 1.451, H50 1.029, H51 1.000
41 H 1.3257 2.5494 -9.1092  C35 1.103
42 H 0.5471 2.3977 -7.4944  C35 1.110
43 H -0.1874 1.6581 -8.8853  C35 1.098
44 H 2.5221 0.7740 -7.8084  C36 1.070
45 H 1.3216 -1.0223 -6.6150  C37 1.102
46 H -0.1743 -0.3438 -7.1677  C37 1.111
47 H 0.2029 0.6756 -3.7274  C39 1.116
48 H 0.1086 -0.9342 -4.5008  C39 1.101
49 H -1.1070 0.2577 -4.9033  C39 1.099
50 H 0.5597 -0.8477 -9.3958  N40 1.029
51 H 2.2314 -0.9672 -9.2321  N40 1.000
52 C 0.8062 4.2513 -3.8562  C53 1.512, H58 1.102, H59 1.096, H60 1.095
53 C 2.1910 4.3534 -3.2581  C52 1.512, C54 1.547, N57 1.504, H61 1.095
54 C 2.6922 5.8108 -3.1221  C53 1.547, O55 1.426, H62 1.102, H63 1.083
55 O 2.3372 6.4937 -4.3228  C54 1.426, C56 1.426
56 C 2.7045 7.8701 -4.3926  O55 1.426, H64 1.120, H65 1.111, H66 1.109
57 N 2.2014 3.7773 -1.8689  C53 1.504, H67 1.042, H68 0.999
58 H 0.4281 3.2266 -3.7070  C52 1.102
59 H 0.8283 4.3751 -4.9446  C52 1.096
60 H 0.1076 5.0043 -3.4771  C52 1.095
61 H 2.8643 3.7414 -3.8667  C53 1.095
62 H 3.7572 5.8973 -2.8539  C54 1.102
63 H 2.1994 6.3462 -2.3194  C54 1.083
64 H 2.0509 8.2764 -5.2057  C56 1.120
65 H 3.7879 7.9919 -4.6049  C56 1.111
66 H 2.5688 8.4674 -3.4681  C56 1.109
67 H 3.1660 3.5282 -1.5632  N57 1.042
68 H 1.9404 4.4523 -1.1800  N57 0.999
69 C 3.7864 0.1464 7.7452  C70 1.512, H75 1.068, H76 1.091, H77 1.074
70 C 2.4858 -0.3865 7.1871  C69 1.512, C71 1.545, N74 1.420, H78 1.100
71 C 1.3794 0.3969 7.9285  C70 1.545, O72 1.411, H79 1.129, H80 1.086
72 O 0.1311 0.0106 7.3971  C71 1.411, C73 1.400
73 C -0.9011 0.0980 8.3395  O72 1.400, H81 1.092, H82 1.099, H83 1.081
74 N 2.4877 -0.2200 5.7769  C70 1.420, H84 1.020, H85 1.024
75 H 3.7785 0.2629 8.8067  C69 1.068
76 H 4.1387 1.0433 7.2343  C69 1.091
77 H 4.5603 -0.5818 7.5869  C69 1.074
78 H 2.3783 -1.4635 7.3827  C70 1.100
79 H 1.5813 1.5065 7.9700  C71 1.129
80 H 1.3648 0.0403 8.9547  C71 1.086
81 H -0.9782 1.0843 8.8006  C73 1.092
82 H -0.8487 -0.6076 9.1800  C73 1.099
83 H -1.8673 -0.0814 7.8895  C73 1.081
84 H 1.8089 -0.8041 5.2888  N74 1.020
85 H 2.3735 0.7616 5.5082  N74 1.024
86 C -5.2203 0.9539 -1.0930  C87 1.557, H92 1.083, H93 1.120, H94 1.125
87 C -5.3444 -0.0863 -2.2452  C86 1.557, C88 1.516, N91 1.483, H95 1.123
88 C -6.0354 -1.3430 -1.7551  C87 1.516, O89 1.416, H96 1.124, H97 1.111
89 O -5.1171 -2.1481 -1.0384  C88 1.416, C90 1.404
90 C -5.4592 -3.5098 -1.0662  O89 1.404, H98 1.097, H99 1.073, H100 1.097
91 N -6.0319 0.4699 -3.4357  C87 1.483, H101 1.007, H102 1.004
92 H -4.6446 1.8253 -1.3813  C86 1.083
93 H -4.7029 0.3545 -0.3006  C86 1.120
94 H -6.1989 1.3529 -0.7067  C86 1.125
95 H -4.2825 -0.3972 -2.4368  C87 1.123
96 H -6.3404 -1.9251 -2.6674  C88 1.124
97 H -6.9504 -1.0890 -1.1785  C88 1.111
98 H -4.7443 -4.0476 -0.4315  C90 1.097
99 H -5.3602 -3.9648 -2.0334  C90 1.073
100 H -6.4393 -3.7301 -0.6255  C90 1.097
101 H -5.3826 1.0988 -3.8789  N91 1.007
102 H -6.1358 -0.2388 -4.1385  N91 1.004
103 C 3.3543 -3.1291 2.3361  C104 1.500, H109 1.076, H110 1.066, H111 1.112
104 C 3.4674 -3.3678 3.8125  C103 1.500, C105 1.582, N108 1.465, H112 1.118
105 C 4.1221 -4.7746 4.1190  C104 1.582, O106 1.426, H113 1.076, H114 1.097
106 O 3.5764 -5.7993 3.2907  C105 1.426, C107 1.415
107 C 3.4709 -7.0708 3.9030  O106 1.415, H115 1.076, H116 1.084, H117 1.129
108 N 4.2939 -2.3993 4.5370  C104 1.465, H118 0.995, H119 1.031
109 H 4.2789 -2.9667 1.8094  C103 1.076
110 H 2.7869 -2.2494 2.1340  C103 1.066
111 H 2.7597 -3.9460 1.8716  C103 1.112
112 H 2.4707 -3.4382 4.3133  C104 1.118
113 H 3.9058 -4.9991 5.1493  C105 1.076
114 H 5.2033 -4.6644 3.9712  C105 1.097
115 H 3.3659 -7.6880 3.0283  C107 1.076
116 H 2.6237 -7.2536 4.5545  C107 1.084
117 H 4.4467 -7.3091 4.4191  C107 1.129
118 H 5.0271 -2.1891 3.8984  N108 0.995
119 H 3.7984 -1.6110 4.9794  N108 1.031
120 C 3.1027 -0.5153 -0.1256  C121 1.575, H126 1.069, H127 1.082, H128 1.089
121 C 3.4617 0.4325 1.0802  C120 1.575, C122 1.552, N125 1.427, H129 1.077
122 C 4.1132 1.7147 0.4964  C121 1.552, O123 1.430, H130 1.123, H131 1.083
123 O 4.2835 2.6400 1.5733  C122 1.430, C124 1.406
124 C 4.9209 3.8194 1.1498  O123 1.406, H132 1.087, H133 1.083, H134 1.092
125 N 2.3051 0.6568 1.8858  C121 1.427, H135 1.010, H136 1.007
126 H 2.3093 -0.1484 -0.7407  C120 1.069
127 H 2.7973 -1.5014 0.1986  C120 1.082
128 H 3.9133 -0.5888 -0.8490  C120 1.089
129 H 4.2012 -0.0938 1.6596  C121 1.077
130 H 3.3320 2.1496 -0.1827  C122 1.123
131 H 5.0148 1.5480 -0.0801  C122 1.083
132 H 5.7662 3.5825 0.5093  C124 1.087
133 H 5.2426 4.4106 1.9986  C124 1.083
134 H 4.2014 4.4004 0.5694  C124 1.092
135 H 1.8362 1.4015 1.3892  N125 1.010
136 H 2.5862 0.9787 2.7981  N125 1.007
137 C 1.3888 3.6574 5.1085  C138 1.538, H143 1.082, H144 1.084, H145 1.139
138 C 2.5328 3.6848 4.0803  C137 1.538, C139 1.519, N142 1.446, H146 1.064
139 C 3.5207 4.8132 4.3234  C138 1.519, O140 1.399, H147 1.102, H148 1.073
140 O 2.9577 5.9810 3.7966  C139 1.399, C141 1.408
141 C 3.7532 7.1061 4.0854  O140 1.408, H149 1.073, H150 1.116, H151 1.106
142 N 3.2439 2.4268 4.1202  C138 1.446, H152 1.020, H153 1.011
143 H 0.6769 2.8439 5.0553  C137 1.082
144 H 0.9832 4.6632 5.1212  C137 1.084
145 H 1.9348 3.6115 6.1065  C137 1.139
146 H 2.1296 3.7628 3.0991  C138 1.064
147 H 4.5090 4.7182 3.8458  C139 1.102
148 H 3.7199 4.8802 5.3758  C139 1.073
149 H 4.8151 6.9837 3.9886  C141 1.073
150 H 3.5705 7.4454 5.1327  C141 1.116
151 H 3.3902 7.9361 3.4507  C141 1.106
152 H 3.9269 2.3144 3.3716  N142 1.020
153 H 3.7321 2.5058 5.0016  N142 1.011
154 C -5.6940 5.8266 -5.1879  C155 1.518, H160 1.117, H161 1.093, H162 1.069
155 C -5.5994 4.3638 -4.7940  C154 1.518, C156 1.527, N159 1.506, H163 1.081
156 C -4.1398 3.9187 -4.7464  C155 1.527, O157 1.424, H164 1.080, H165 1.100
157 O -4.0480 2.5726 -4.2915  C156 1.424, C158 1.421
158 C -2.7404 2.2205 -3.8604  O157 1.421, H166 1.131, H167 1.095, H168 1.082
159 N -6.2202 4.2283 -3.4282  C155 1.506, H169 1.027, H170 1.026
160 H -6.7782 6.0831 -5.2706  C154 1.117
161 H -5.3108 6.0916 -6.1764  C154 1.093
162 H -5.3333 6.4256 -4.3800  C154 1.069
163 H -6.1164 3.7125 -5.4841  C155 1.081
164 H -3.5478 4.4539 -4.0188  C156 1.080
165 H -3.6960 3.9981 -5.7500  C156 1.100
166 H -2.4236 2.9529 -3.0583  C158 1.131
167 H -2.0914 2.2115 -4.7428  C158 1.095
168 H -2.7815 1.2519 -3.3798  C158 1.082
169 H -7.2126 4.4711 -3.5299  N159 1.027
170 H -6.1557 3.2708 -3.0650  N159 1.026
171 C -0.0279 -2.1504 0.8061  C172 1.475, H177 1.129, H178 1.066, H179 1.098
172 C -1.2180 -1.5495 0.1751  C171 1.475, C173 1.572, N176 1.459, H180 1.119
173 C -0.8537 -0.4377 -0.8740  C172 1.572, O174 1.364, H181 1.113, H182 1.079
174 O -0.2284 0.5977 -0.2437  C173 1.364, C175 1.430
175 C 0.0689 1.6769 -1.1336  O174 1.430, H183 1.081, H184 1.075, H185 1.096
176 N -1.9990 -2.6427 -0.3929  C172 1.459, H186 1.017, H187 1.023
177 H -0.3404 -2.9462 1.5440  C171 1.129
178 H 0.5304 -1.4045 1.3247  C171 1.066
179 H 0.5745 -2.5762 -0.0078  C171 1.098
180 H -1.7756 -1.0397 1.0011  C172 1.119
181 H -1.8048 -0.0505 -1.3031  C173 1.113
182 H -0.2433 -0.8532 -1.6611  C173 1.079
183 H 0.8283 1.3383 -1.8237  C175 1.081
184 H 0.5992 2.4852 -0.6622  C175 1.075
185 H -0.8005 2.0293 -1.7008  C175 1.096
186 H -2.8204 -2.3526 -0.9171  N176 1.017
187 H -1.4451 -3.3293 -0.9103  N176 1.023
188 C -0.3978 5.4878 0.5106  C189 1.512, H194 1.061, H195 1.094, H196 1.103
189 C 0.5060 6.6981 0.4419  C188 1.512, C190 1.548, N193 1.511, H197 1.081
190 C 0.2159 7.7572 1.5334  C189 1.548, O191 1.379, H198 1.109, H199 1.064
191 O 1.3755 8.4989 1.6233  C190 1.379, C192 1.414
192 C 1.0826 9.5853 2.4801  O191 1.414, H200 1.085, H201 1.086, H202 1.094
193 N 1.9224 6.2016 0.6129  C189 1.511, H203 1.050, H204 1.013
194 H -1.4081 5.7937 0.6136  C188 1.061
195 H -0.1912 4.8685 1.3882  C188 1.094
196 H -0.3039 4.8966 -0.4153  C188 1.103
197 H 0.4085 7.0686 -0.5684  C189 1.081
198 H 0.0393 7.2564 2.5066  C190 1.109
199 H -0.6405 8.3688 1.3781  C190 1.064
200 H 1.9505 10.2295 2.3850  C192 1.085
201 H 0.8918 9.2955 3.5087  C192 1.086
202 H 0.2055 10.1538 2.1586  C192 1.094
203 H 2.0892 6.1106 1.6454  N193 1.050
204 H 2.6273 6.8833 0.3605  N193 1.013
205 C 4.2647 0.7014 -3.1968  C206 1.526, H211 1.103, H212 1.087, H213 1.126
206 C 4.6882 0.6095 -4.6602  C205 1.526, C207 1.546, N210 1.454, H214 1.131
207 C 4.5078 -0.8334 -5.1841  C206 1.546, O208 1.432, H215 1.105, H216 1.115
208 O 5.0383 -1.7895 -4.2592  C207 1.432, C209 1.371
209 C 5.0208 -3.1019 -4.6556  O208 1.371, H217 1.107, H218 1.075, H219 1.115
210 N 3.9199 1.4192 -5.5913  C206 1.454, H220 1.008, H221 0.998
211 H 4.2347 1.7507 -2.8569  C205 1.103
212 H 4.9952 0.0920 -2.6700  C205 1.087
213 H 3.3329 0.1057 -2.9843  C205 1.126
214 H 5.7575 0.9610 -4.7728  C206 1.131
215 H 4.9689 -0.8456 -6.1882  C207 1.105
216 H 3.4277 -1.0756 -5.3148  C207 1.115
217 H 4.0612 -3.5772 -4.9352  C209 1.107
218 H 5.4288 -3.6322 -3.8145  C209 1.075
219 H 5.6685 -3.1968 -5.5576  C209 1.115
220 H 2.9265 1.3525 -5.4347  N210 1.008
221 H 4.2344 2.3643 -5.5326  N210 0.998
222 C -2.5165 -6.3583 -0.6138  C223 1.549, H228 1.053, H229 1.123, H230 1.086
223 C -1.8919 -6.5151 0.7951  C222 1.549, C224 1.544, N227 1.468, H231 1.103
224 C -0.4905 -5.8690 0.8371  C223 1.544, O225 1.448, H232 1.113, H233 1.112
225 O 0.4803 -6.6884 0.1429  C224 1.448, C226 1.428
226 C 1.7460 -6.0300 0.2097  O225 1.428, H234 1.067, H235 1.094, H236 1.076
227 N -2.7993 -5.9093 1.7780  C223 1.468, H237 1.025, H238 0.991
228 H -2.5781 -5.3131 -0.7214  C222 1.053
229 H -3.4504 -6.9651 -0.7568  C222 1.123
230 H -1.7966 -6.7109 -1.3458  C222 1.086
231 H -1.6962 -7.5632 1.0793  C223 1.103
232 H -0.1248 -5.6452 1.8643  C224 1.113
233 H -0.5628 -4.9341 0.2387  C224 1.112
234 H 2.1958 -6.1635 1.1676  C226 1.067
235 H 1.6360 -4.9439 0.1458  C226 1.094
236 H 2.3858 -6.3964 -0.5743  C226 1.076
237 H -2.5444 -4.9447 2.0141  N227 1.025
238 H -3.7408 -5.8717 1.4697  N227 0.991
239 C -3.0821 -2.8124 -4.0785  C240 1.585, H245 1.082, H246 1.102, H247 1.124
240 C -3.8078 -1.9095 -5.1600  C239 1.585, C241 1.500, N244 1.422, H248 1.108
241 C -3.0583 -1.8833 -6.4593  C240 1.500, O242 1.409, H249 1.100, H250 1.117
242 O -3.8235 -1.2524 -7.4598  C241 1.409, C243 1.387
243 C -3.8039 0.1301 -7.3467  O242 1.387, H251 1.070, H252 1.112, H253 1.070
244 N -5.1525 -2.3631 -5.2520  C240 1.422, H254 1.034, H255 1.015
245 H -3.4988 -2.6756 -3.0894  C239 1.082
246 H -1.9848 -2.7173 -4.0983  C239 1.102
247 H -3.3158 -3.8614 -4.4091  C239 1.124
248 H -3.8810 -0.8864 -4.7399  C240 1.108
249 H -2.8755 -2.9033 -6.8275  C241 1.100
250 H -2.0652 -1.3933 -6.3103  C241 1.117
251 H -4.6455 0.6224 -7.7876  C243 1.070
252 H -2.8842 0.5941 -7.7661  C243 1.112
253 H -3.9565 0.4470 -6.3363  C243 1.070
254 H -5.0576 -3.3880 -5.3546  N244 1.034
255 H -5.5450 -2.0508 -6.1346  N244 1.015
256 C 2.1277 -3.3988 -2.5599  C257 1.505, H262 1.063, H263 1.079, H264 1.076
257 C 0.8256 -3.4454 -3.3128  C256 1.505, C258 1.470, N261 1.470, H265 1.110
258 C 1.0042 -3.8646 -4.7108  C257 1.470, O259 1.410, H266 1.103, H267 1.076
259 O -0.2142 -3.8399 -5.4199  C258 1.410, C260 1.443
260 C -0.1626 -4.6123 -6.6372  O259 1.443, H268 1.059, H269 1.090, H270 1.093
261 N -0.0906 -4.3272 -2.5749  C257 1.470, H271 1.016, H272 1.007
262 H 2.6816 -2.5308 -2.8241  C256 1.063
263 H 2.6702 -4.3296 -2.6160  C256 1.079
264 H 1.9030 -3.2259 -1.5219  C256 1.076
265 H 0.4004 -2.4271 -3.1957  C257 1.110
266 H 1.3282 -4.9119 -4.5883  C258 1.103
267 H 1.7060 -3.1919 -5.1727  C258 1.076
268 H -0.3381 -5.6522 -6.5380  C260 1.059
269 H 0.7364 -4.5261 -7.2471  C260 1.090
270 H -0.9262 -4.1309 -7.2527  C260 1.093
271 H 0.3967 -5.1735 -2.2937  N261 1.016
272 H -0.9246 -4.5891 -3.0744  N261 1.007
273 C -3.4726 -2.9913 6.4948  C274 1.551, H279 1.117, H280 1.147, H281 1.113
274 C -3.0624 -1.8372 5.5435  C273 1.551, C275 1.605, N278 1.458, H282 1.101
275 C -3.1872 -2.2700 4.0034  C274 1.605, O276 1.416, H283 1.096, H284 1.071
276 O -4.5146 -2.1034 3.5394  C275 1.416, C277 1.389
277 C -4.7374 -2.3104 2.1845  O276 1.389, H285 1.105, H286 1.117, H287 1.084
278 N -3.8009 -0.6224 5.8681  C274 1.458, H288 1.020, H289 1.014
279 H -3.0106 -3.9711 6.2208  C273 1.117
280 H -4.6035 -3.1595 6.4047  C273 1.147
281 H -3.2725 -2.7046 7.5517  C273 1.113
282 H -1.9965 -1.6675 5.7616  C274 1.101
283 H -2.8643 -3.3059 3.8516  C275 1.096
284 H -2.5622 -1.6087 3.4383  C275 1.071
285 H -4.3731 -3.3151 1.9044  C277 1.105
286 H -4.3101 -1.5096 1.5337  C277 1.117
287 H -5.8051 -2.1731 2.0535  C277 1.084
288 H -3.3604 0.1793 5.4163  N278 1.020
289 H -4.7379 -0.6579 5.4823  N278 1.014